Record 1
This record from the Open Molecules 2025 dataset describes the ion C3H9NOP with charge +1 at a distorted geometry. The level of theory is ωB97M-V/def2-TZVPD.

Positions of all 15 atoms, in Å:
P (-0.7419, 1.9903, -0.2862)
C (0.4049, 0.7594, 0.5894)
N (1.1293, -0.0690, -0.4417)
C (0.1586, -1.0740, -0.8150)
C (-0.7578, -1.1495, 0.4152)
O (-0.2674, -0.2408, 1.3924)
H (-0.5590, 2.9432, 0.6719)
H (-1.7094, 1.4526, 0.4668)
H (1.0804, 1.4151, 1.0803)
H (2.0280, -0.4067, -0.1812)
H (1.5789, 0.4360, -1.3077)
H (0.6335, -2.0836, -0.9657)
H (-0.4124, -0.8209, -1.6547)
H (-1.8301, -0.9709, 0.1273)
H (-0.7356, -2.1812, 0.9090)

Forces on atoms 1 to 2 (eV/Å):
0.6 -0.4 -1.3
-1.1 0.1 0.0

Net charge ... +1
Frontier orbital gap ... 10.45 eV
Energy ... -16074.38838 eV
ΔE to the lowest compared entry with this formula, charge and spin ... 146.00 kJ/mol

=====

Record 2
This record from the Open Molecules 2025 dataset describes the molecule C3H9NOP2 at a distorted geometry. The level of theory is ωB97M-V/def2-TZVPD.

Positions of all 16 atoms, in Å:
H (-1.9715, 2.1466, -0.9028)
N (-1.6920, 1.2666, -0.5043)
C (-0.5458, 1.1385, -0.0096)
P (0.8453, 2.3406, 0.0374)
C (-0.2373, -0.2067, 0.6557)
O (-1.3900, -0.9731, 0.6374)
C (0.9248, -0.8860, -0.2344)
P (1.0531, -2.7212, -0.1594)
H (0.0773, 3.3173, -0.6545)
H (1.5084, 1.9003, -1.0973)
H (0.1454, -0.0245, 1.6148)
H (-2.1999, -0.4739, 0.5979)
H (0.6877, -0.6629, -1.2914)
H (1.8804, -0.3397, -0.0309)
H (-0.3886, -2.6731, 0.1177)
H (1.3028, -3.1488, 1.2236)

Forces on atoms 1 to 2 (eV/Å):
0.5 0.5 -0.3
-0.9 -0.3 0.5

Frontier orbital gap ... 10.01 eV
Energy ... -25369.85695 eV
ΔE to the lowest compared entry with this formula, charge and spin ... 74.16 kJ/mol

=====

Record 3
This record from the Open Molecules 2025 dataset describes a cluster of 2 separate species, C3H9NOS in total at a distorted geometry. The level of theory is ωB97M-V/def2-TZVPD.

Positions of all 15 atoms, in Å:
N (-1.7935, 0.8533, -3.7522)
C (-0.9114, 1.9164, -3.8026)
O (0.2615, 1.7375, -3.9786)
H (-2.7490, 0.8069, -4.0682)
H (-1.4307, -0.0795, -3.6190)
H (-1.3393, 2.9262, -3.7731)
C (0.2944, -0.8807, 1.8765)
C (1.1359, -0.3446, 3.0234)
S (1.7032, -1.8079, 4.0245)
H (-0.5029, -1.5539, 2.1846)
H (0.9330, -1.3950, 1.1626)
H (-0.1663, -0.0472, 1.3537)
H (2.0059, 0.1956, 2.6580)
H (0.6344, 0.2938, 3.7425)
H (1.9247, -2.6209, 2.9679)

Forces on atoms 1 to 2 (eV/Å):
-0.3 -0.4 0.4
-0.8 -1.0 -1.1

Frontier orbital gap ... 9.75 eV
Energy ... -17629.57160 eV
ΔE to the lowest compared entry with this formula, charge and spin ... 61.10 kJ/mol

=====

ΔE to the lowest compared entry with this formula, charge and spin of number 1 (C3H9NOP)? 146.00 kJ/mol

=====

Which value of energy does entry 1 give? -16074.38838 eV

=====

Which of these has the lowest ΔE to the lowest compared entry with this formula, charge and spin? C3H9NOS

=====

Look up the frontier orbital gap of the second one. 10.01 eV